*w*
C12H19N3O4 | ωB97M-V with the def2-TZVPD basis set

ORCA input file:
```
! RIJCOSX wB97M-V def2-TZVPD def2/J DEFGRID3
* xyz 0 1
O 3.3643 3.3786 -1.5378
N 3.8363 2.7556 -0.5988
O 4.8003 2.9986 0.0332
C 3.1533 1.4456 -0.1538
C 1.8393 1.0186 -0.8438
C 1.1063 -0.2474 -0.3608
C 1.6453 -0.9794 0.8492
C 2.8593 -0.5864 1.3772
C 3.5823 0.7436 1.1162
H 1.3723 1.3726 -1.6758
H 0.2323 -0.6404 -0.8208
H 1.1373 -1.7974 1.0732
H 3.1193 -1.0434 2.1982
H 4.2733 0.9606 1.7742
C -1.8497 -2.4264 2.5702
N -1.4157 -3.6034 1.8532
C -0.7077 -4.5624 2.5742
C -1.8767 -3.9424 0.5262
O -1.6917 -4.9664 -0.0318
H -1.1587 -1.7184 2.2562
H -1.8637 -2.4764 3.6122
H -2.8717 -2.2334 2.1912
H 0.3853 -4.4604 2.6832
H -0.5727 -5.7094 2.2132
H -1.1587 -4.7054 3.6452
H -2.4937 -3.1264 0.1882
C -1.9357 4.0156 -1.5348
N -1.4507 2.9136 -2.3128
C -2.0167 1.5886 -1.9638
C -0.7287 3.1426 -3.4038
O -0.1647 2.2596 -4.0978
H -1.9307 4.8356 -2.1008
H -1.2367 4.2256 -0.8428
H -2.9387 3.9676 -1.1218
H -1.7037 0.8246 -2.7368
H -3.0297 1.5066 -1.8798
H -1.4537 1.1156 -1.1458
H -0.4567 4.1546 -3.5708
*
```

Computed properties:
Structure (SMILES)   O=[N+]([O-])c1ccccc1.CN(C)C=O.CN(C)C=O
Molecular weight   269.3 g mol⁻¹
Gap between HOMO and LUMO   8.817 eV

***

*x*
C12H19N3O4 | ωB97M-V with the def2-TZVPD basis set

ORCA input file:
```
! RIJCOSX wB97M-V def2-TZVPD def2/J DEFGRID3
* xyz 0 1
O -0.4941 -2.6909 1.7696
N 0.2427 -1.7186 1.7574
O 1.3421 -1.6545 2.2627
C -0.2183 -0.5938 0.8986
C -1.4726 -0.6504 0.3338
C -1.9172 0.4996 -0.3295
C -1.1926 1.6734 -0.3715
C 0.1363 1.6423 0.0796
C 0.6230 0.5178 0.7386
H -2.1210 -1.5083 0.4505
H -2.9762 0.4639 -0.5624
H -1.6075 2.4783 -0.9623
H 0.7777 2.5089 -0.0110
H 1.6437 0.4612 1.0850
C -4.7791 -6.4444 1.3020
N -3.9220 -5.3007 1.0248
C -2.6336 -5.6098 0.4119
C -4.1369 -4.0800 1.5431
O -3.3597 -3.1483 1.4132
H -4.3922 -6.9820 2.1676
H -4.9745 -6.9652 0.3679
H -5.7484 -6.0329 1.6002
H -2.7690 -5.9900 -0.5958
H -1.9851 -4.7338 0.3858
H -2.0383 -6.2270 1.0911
H -5.0182 -4.0223 2.2015
C 5.7397 5.5615 -1.9367
N 4.3935 5.2041 -1.5609
C 3.3526 6.0849 -2.0789
C 4.0915 4.0632 -0.9154
O 2.9680 3.7216 -0.6302
H 5.8599 6.6283 -1.7127
H 5.9632 5.3412 -2.9789
H 6.4970 5.1914 -1.2410
H 3.4441 6.2394 -3.1486
H 2.3824 5.6371 -1.8535
H 3.3313 6.9423 -1.4012
H 4.9677 3.4924 -0.5941
*
```

Computed properties:
Structure (SMILES)   O=[N+]([O-])c1ccccc1.CN(C)C=O.CN(C)C=O
Molecular weight   269.3 g mol⁻¹
Gap between HOMO and LUMO   9.511 eV

***

Energy comparison, zero being the most stable, in kcal/mol: *w* 115.4; *x* 0.0.

***

*w*
C5H11NO | ωB97M-V with the def2-TZVPD basis set

ORCA input file:
```
! RIJCOSX wB97M-V def2-TZVPD def2/J DEFGRID3
* xyz -1 2
C 1.0113 -1.2618 -1.1236
C 0.8527 0.2373 -1.3440
C 0.0622 0.8772 -0.1952
C 0.7260 1.7035 0.6513
C -2.1899 1.5356 -0.0852
N -1.2330 0.5604 -0.2232
H 1.7852 -1.7394 -1.7461
H 0.1210 -1.8295 -1.2980
H 1.3559 -1.5157 -0.1171
H 1.8571 0.6706 -1.3482
H 0.2212 0.3706 -2.2189
H 1.7535 2.0094 0.4635
H 0.2934 1.9856 1.6057
H -3.0856 1.2968 0.4849
H -2.3767 2.2179 -0.9234
H -0.4325 -3.0231 2.0605
H -0.1353 -2.0083 3.1036
O -0.5865 -2.0870 2.2533
*
```

Computed properties:
Molecular weight   101.1 g mol⁻¹
Gap between HOMO and LUMO (alpha / beta)   4.124 / 5.394 eV

***

*x*
C5H11NO | ωB97M-V with the def2-TZVPD basis set

ORCA input file:
```
! RIJCOSX wB97M-V def2-TZVPD def2/J DEFGRID3
* xyz -1 2
C -1.1053 0.8532 -0.7724
C -0.3632 1.4223 -2.0084
C -0.6021 -0.6107 -0.3457
N 0.4155 -0.7737 0.5394
C 0.5697 -2.0000 1.2679
C 1.0347 0.3939 1.1652
O -1.3497 -1.5784 -0.6039
H -1.1112 1.5243 0.0821
H -2.0951 0.6382 -1.0844
H -1.0534 2.2120 -2.3818
H -0.2632 0.6203 -2.7379
H 0.5922 1.9211 -1.7787
H 0.0859 -2.9045 0.8316
H -0.0958 -1.8120 2.1541
H 1.5798 -2.2835 1.6530
H 2.1853 0.3282 1.3323
H 0.7586 0.6603 2.1385
H 0.8172 1.3891 0.5491
*
```

Computed properties:
Molecular weight   101.1 g mol⁻¹
Gap between HOMO and LUMO (alpha / beta)   2.922 / 9.526 eV

***

*y*
C5H11NO | ωB97M-V with the def2-TZVPD basis set

ORCA input file:
```
! RIJCOSX wB97M-V def2-TZVPD def2/J DEFGRID3
* xyz -1 2
O -1.9401 -1.9009 -2.0549
C -1.4533 -2.3917 -1.0411
C -0.6518 -1.7480 -0.0226
C -0.4356 -0.3429 0.3769
C -0.8869 0.6572 -0.7336
C 1.0444 -0.0310 0.7109
N 1.7577 2.7402 0.7320
H -1.6344 -3.4642 -0.7980
H 0.0523 -2.4729 0.3737
H -0.9838 -0.1341 1.3063
H -1.9854 0.7040 -0.7700
H -0.4534 1.6352 -0.5918
H -0.6569 0.1996 -1.6915
H 1.6178 -0.2819 -0.1948
H 1.2865 1.1103 0.7361
H 1.4749 -0.6623 1.4908
H 2.5948 3.3188 0.6158
H 1.2531 3.0647 1.5559
*
```

Computed properties:
Molecular weight   101.1 g mol⁻¹
Gap between HOMO and LUMO (alpha / beta)   5.458 / 3.863 eV

***

*z*
C5H11NO | ωB97M-V with the def2-TZVPD basis set

ORCA input file:
```
! RIJCOSX wB97M-V def2-TZVPD def2/J DEFGRID3
* xyz -1 2
N -0.1727 0.3330 -2.3515
C -0.7849 0.3051 -1.0549
C 0.0853 0.4509 0.0138
C -0.3483 0.5275 1.4073
C 0.4031 0.2083 2.5027
C 0.0262 0.5745 3.9071
H -0.2723 -0.3962 -3.0341
H 0.7036 0.8246 -2.3946
H -1.8825 0.1897 -0.9933
H 1.1705 0.3890 -0.0927
H -1.3942 0.7938 1.4447
H 1.4636 -0.0830 2.4271
H -1.0461 0.6861 4.0043
H 0.4119 -0.2171 4.5693
H 0.5037 1.5114 4.2402
H 0.2884 -2.4698 -4.2080
H 0.7126 -1.8982 -5.5642
O 0.1321 -1.7296 -4.8236
*
```

Computed properties:
Molecular weight   101.1 g mol⁻¹
Gap between HOMO and LUMO (alpha / beta)   2.268 / 5.278 eV

***

Energy comparison, zero being the most stable, in kcal/mol: *w* 19.1; *x* 0.0; *y* 26.5; *z* 17.3.

***

*w*
C4H12N4 | ωB97M-V with the def2-TZVPD basis set

ORCA input file:
```
! RIJCOSX wB97M-V def2-TZVPD def2/J DEFGRID3
* xyz 2 1
C -0.2463 -0.8003 0.3758
C -1.4522 0.2559 2.0809
C 1.7212 0.4373 -0.8882
C -2.2601 0.5136 -0.1840
N -1.4002 -0.1123 0.8574
N 2.0035 -0.6295 -1.4926
N 0.0815 -1.8900 0.9446
N 1.7453 1.5880 -1.4682
H -2.0037 1.2362 2.3657
H -1.0136 -0.3479 2.9157
H 1.5040 0.2704 0.1480
H -2.5744 1.4997 0.2383
H -1.6119 0.7727 -1.0559
H -3.0872 -0.1795 -0.4514
H 2.3379 -0.6025 -2.3986
H 2.2410 -1.4327 -0.9537
H 0.9485 -2.3741 0.7988
H -0.4689 -2.4007 1.7185
H 2.0733 1.6876 -2.4481
H 1.4621 2.5080 -1.1032
*
```

Computed properties:
Molecular weight   116.2 g mol⁻¹
Gap between HOMO and LUMO   9.198 eV

***

*x*
C4H12N4 | ωB97M-V with the def2-TZVPD basis set

ORCA input file:
```
! RIJCOSX wB97M-V def2-TZVPD def2/J DEFGRID3
* xyz 2 1
C -0.9910 0.1125 0.0913
C 3.6818 -0.1331 0.1143
C -3.1555 1.1298 0.0277
C 2.2811 0.3179 -0.1408
N -0.1746 -0.9072 -0.0251
N -2.2670 -0.0376 -0.1166
N -2.8115 -1.2274 -0.0578
N 1.4230 -0.7444 0.1139
H -0.6836 1.1293 0.3545
H 3.7250 -1.1838 0.5204
H 4.2988 0.0345 -0.7620
H 4.3402 0.3721 0.8244
H -4.1934 0.9124 0.1473
H -2.6177 1.7335 0.8599
H -3.1035 1.6495 -0.8629
H 2.3866 0.5109 -1.3090
H 2.0141 1.3238 0.1672
H -2.1479 -2.0231 -0.2291
H -3.8212 -1.3259 -0.0902
H 1.8163 -1.6437 0.3728
*
```

Computed properties:
Molecular weight   116.2 g mol⁻¹
Gap between HOMO and LUMO (alpha / beta)   7.550 / 7.998 eV

***

*y*
C4H12N4 | ωB97M-V with the def2-TZVPD basis set

ORCA input file:
```
! RIJCOSX wB97M-V def2-TZVPD def2/J DEFGRID3
* xyz 2 1
C -0.8174 0.5214 -0.4099
C -2.2890 0.7061 -0.4543
C 0.1354 -1.9941 1.9787
C 2.2599 1.0096 -0.8494
N -0.1676 -0.2574 0.3741
N -0.1238 1.5008 -1.0329
N -0.3772 -1.4428 0.7340
N 1.1497 1.4179 -1.6008
H -2.6958 0.9961 0.5646
H -2.6745 -0.1854 -0.8547
H -2.4936 1.5617 -1.1616
H 0.2458 -1.3421 2.7728
H -0.5805 -2.7770 2.3832
H 1.0931 -2.5747 1.7629
H 2.2795 1.6582 0.0458
H 2.0864 -0.0581 -0.3673
H 3.2970 1.0941 -1.2986
H -0.7011 2.2238 -1.4569
H -1.1647 -2.0122 0.4917
H 1.3084 1.8099 -2.5193
*
```

Computed properties:
Molecular weight   116.2 g mol⁻¹
Gap between HOMO and LUMO (alpha / beta)   8.496 / 6.872 eV

***

*z*
C4H12N4 | ωB97M-V with the def2-TZVPD basis set

ORCA input file:
```
! RIJCOSX wB97M-V def2-TZVPD def2/J DEFGRID3
* xyz 2 1
C -3.8476 -0.9811 0.0652
N -3.0817 -0.0527 0.0330
C -2.3341 0.9676 0.2351
N -1.0407 1.1475 -0.0701
N -0.4093 0.1454 -0.7803
N 0.7787 -0.4458 -0.1458
C 2.0293 0.3890 -0.1181
C 3.3666 -0.3229 0.3078
H -3.4902 -1.9252 0.5236
H -4.8804 -1.0397 -0.2958
H -2.8400 1.5913 0.8983
H -0.6355 2.0298 0.1353
H -0.1146 0.2551 -1.7042
H 0.3815 -0.8252 0.6774
H 1.0713 -1.4080 -0.5008
H 2.0103 0.8675 -1.1563
H 1.7192 1.2782 0.4718
H 3.4301 -0.5461 1.4477
H 3.6040 -1.3377 -0.0860
H 4.2831 0.2131 0.0621
*
```

Computed properties:
Structure (SMILES)   C=N/C=[NH+]\N[NH2+]CC
Molecular weight   116.2 g mol⁻¹
Gap between HOMO and LUMO   10.392 eV

***

Energy comparison, zero being the most stable, in kcal/mol: *w* 0.0; *x* 93.5; *y* 64.5; *z* 48.2.

***

*w*
C4H12N4 | ωB97M-V with the def2-TZVPD basis set

ORCA input file:
```
! RIJCOSX wB97M-V def2-TZVPD def2/J DEFGRID3
* xyz 2 1
C 1.9474 0.2634 1.8171
C 0.2082 -0.4305 3.3731
C -1.9793 -1.1490 -1.9907
C -1.8032 0.2505 -1.7737
N 0.9878 -0.2879 2.3841
N 2.0078 0.7200 0.5226
N 0.6899 1.0868 -0.1256
N 0.3807 0.3335 -1.1967
H 2.9677 0.4958 2.2876
H 0.0072 -1.3937 3.7069
H -0.0896 0.4367 3.9788
H -1.4765 -1.6256 -2.8988
H -1.6076 -1.7977 -1.1573
H -3.0552 -1.4516 -2.1718
H -2.4237 0.6546 -0.9442
H -1.7510 0.9098 -2.6021
H 3.0150 0.9548 0.3515
H 0.8758 2.1079 -0.2538
H 0.6463 0.5398 -2.2610
H 0.4523 -0.6176 -1.0464
*
```

Computed properties:
Molecular weight   116.2 g mol⁻¹
Gap between HOMO and LUMO   9.492 eV

***

*x*
C4H12N4 | ωB97M-V with the def2-TZVPD basis set

ORCA input file:
```
! RIJCOSX wB97M-V def2-TZVPD def2/J DEFGRID3
* xyz 2 1
C -0.1336 -1.1893 -1.2573
N 1.0706 -1.6128 -0.7226
C 1.4911 -0.6431 0.1435
N 0.2535 -0.2362 0.8801
C 0.1162 1.3168 1.2434
N -0.4855 1.8175 0.1274
C -1.4771 0.9393 -0.3228
N -0.7902 -0.4868 -0.0391
H 0.0291 -0.3245 -2.0113
H -0.6605 -1.9421 -1.9191
H 1.3061 -2.5513 -0.4652
H 2.1723 -1.1408 0.8290
H 2.1026 0.3229 -0.2592
H -0.0047 -0.5439 1.8378
H 0.9595 1.8327 1.5007
H -0.5486 1.1466 2.0757
H 0.1618 2.3439 -0.5573
H -2.4317 1.0578 0.0460
H -1.5887 1.0813 -1.4881
H -1.5423 -1.1880 0.3584
*
```

Computed properties:
Structure (SMILES)   C1NC[N@H+]2CNC[N@@H+]12
Molecular weight   116.2 g mol⁻¹
Gap between HOMO and LUMO   11.079 eV

***

Energy comparison, zero being the most stable, in kcal/mol: *w* 37.8; *x* 0.0.

***

*w*
C17H26N2O3 | ωB97M-V with the def2-TZVPD basis set

ORCA input file:
```
! RIJCOSX wB97M-V def2-TZVPD def2/J DEFGRID3
* xyz 0 1
C -0.6862 0.0761 2.4251
N -1.4391 -0.7804 1.5738
O -2.5529 -0.0676 1.1533
C -3.6342 -0.9091 0.9317
O -3.5844 -1.8627 0.2390
C -4.8506 -0.4197 1.6320
C -5.4224 0.7691 1.1828
C -6.5594 1.2560 1.8108
C -7.0875 0.5686 2.8961
C -6.5032 -0.6093 3.3438
C -5.3814 -1.1203 2.7062
H -1.1333 1.0601 2.5442
H 0.3405 0.1642 2.0220
H -0.5896 -0.3973 3.4083
H -4.9902 1.3058 0.3531
H -7.0310 2.1602 1.4598
H -7.9579 0.9485 3.4105
H -6.9201 -1.1423 4.1847
H -4.9008 -2.0286 3.0326
C 1.8250 -0.7993 -3.1125
C 1.7047 -0.6891 -1.5788
C 1.1071 0.6756 -1.2247
C 2.0837 1.8238 -1.4720
C 3.3969 1.5916 -0.7268
C 4.0265 0.2146 -0.9740
N 3.0088 -0.8759 -0.8823
O 2.7911 -1.1637 0.3523
C 4.7309 0.1747 -2.3442
C 5.1392 -0.0085 0.0463
C 0.7546 -1.7996 -1.1717
H 0.8277 -0.8688 -3.5451
H 2.2879 0.0623 -3.5867
H 2.3783 -1.6936 -3.4017
H 0.8089 0.6797 -0.1712
H 0.1967 0.8246 -1.8080
H 2.2698 1.9519 -2.5416
H 1.6361 2.7607 -1.1333
H 4.1202 2.3643 -0.9944
H 3.2062 1.7051 0.3450
H 5.1105 -0.8270 -2.5494
H 5.5824 0.8552 -2.3398
H 4.1041 0.4789 -3.1778
H 4.7887 0.1009 1.0707
H 5.9247 0.7297 -0.1119
H 5.5790 -1.0010 -0.0613
H 1.1545 -2.7877 -1.4046
H -0.1904 -1.6921 -1.7026
H 0.5300 -1.7585 -0.1076
*
```

Computed properties:
Molecular weight   306.4 g mol⁻¹
Gap between HOMO and LUMO   3.035 eV

***

*x*
C17H26N2O3 | ωB97M-V with the def2-TZVPD basis set

ORCA input file:
```
! RIJCOSX wB97M-V def2-TZVPD def2/J DEFGRID3
* xyz 0 1
C 2.9341 3.8806 0.0527
C 3.0856 3.2285 -1.2748
C 3.1932 1.6284 -1.1758
C 2.0140 1.0402 -0.7977
C 2.1376 -0.3044 -0.8144
C 2.5512 -1.1085 -2.0967
C 2.0819 -2.5342 -2.1359
C 0.4136 -2.5737 -2.9503
C -0.4566 -1.6184 -2.2272
O -0.7271 -0.4645 -2.4832
N -0.9250 -2.3140 -0.9993
N -1.6217 -1.3442 -0.2997
C -2.1012 -1.3477 0.9968
C -2.7864 -0.5760 1.7503
C -3.5033 -0.6784 2.8242
C -3.9463 0.2350 3.6961
C -3.9986 1.7046 3.2684
C -3.2987 1.8682 2.0366
C -2.9060 0.7817 1.2361
O -2.0944 1.1492 0.1750
H -1.8188 0.4898 -0.4629
H -3.2117 2.7064 1.6366
O -4.6376 2.4603 3.8508
H -4.9352 2.1376 4.7188
H -4.7791 -0.0549 4.3286
H -3.5738 -1.7546 3.3446
C -1.8789 -2.7201 1.7598
H -1.3005 -3.6715 1.1572
H -2.7462 -3.4223 1.7875
H -1.5450 -2.7383 2.8151
H -0.7625 -3.1487 -0.6987
H 0.4874 -2.2114 -3.9901
H 0.0296 -3.6469 -2.7788
H 2.5635 -3.0690 -2.8846
H 1.9240 -3.0011 -1.2537
H 1.9350 -0.7460 -2.8917
H 3.4138 -1.1377 -2.4208
H 3.1318 -0.9122 0.1358
H 1.2705 -0.9624 -0.3503
H 1.3771 1.0857 -1.5516
H 1.8027 1.3776 0.3538
H 3.9091 1.1257 -2.1106
H 4.2430 1.4910 -0.5218
H 4.2203 3.7283 -1.7710
H 2.4216 3.3789 -2.1987
H 3.5836 3.7367 0.7884
H 1.9500 3.7071 0.4653
H 2.8804 5.1198 -0.0384
*
```

Computed properties:
Molecular weight   306.4 g mol⁻¹
Gap between HOMO and LUMO   7.666 eV

***

*y*
C17H26N2O3 | ωB97M-V with the def2-TZVPD basis set

ORCA input file:
```
! RIJCOSX wB97M-V def2-TZVPD def2/J DEFGRID3
* xyz 0 1
C 0.3127 4.6523 2.7124
H 1.2447 4.9502 2.0888
H 0.2077 5.0213 3.5961
H -0.4484 4.7442 2.0283
O 0.7623 3.3410 2.9572
C 0.8071 2.5497 2.0915
O 0.7808 2.9800 0.9530
C 1.1032 0.9427 2.5695
N 0.9956 0.0984 1.4478
C -0.1851 -0.6910 1.2218
O -0.9749 -1.0866 2.3796
N -0.2356 -1.3104 0.1730
H 0.4406 -0.9039 -0.8310
C -1.4327 -2.2694 -0.2364
C -0.6490 -3.3793 -1.1096
H -1.6141 -3.9888 -1.2412
H 0.0247 -3.6830 -0.6572
H -0.4338 -2.8912 -2.0344
H -1.7124 -2.7614 0.6590
C -2.6899 -1.5088 -0.8886
H -3.0810 -1.0681 -0.1488
H -3.3176 -2.2653 -1.2491
C -2.3133 -0.5161 -1.9106
C -1.6098 -0.8990 -3.0690
C 0.0132 -0.7544 -3.3440
C 0.5314 -1.0696 -4.5546
C 0.0290 -1.7921 -5.4676
C -1.3450 -2.5138 -5.0712
C -2.0975 -1.7615 -3.9906
H -3.1101 -2.1631 -3.9234
H -1.7648 -3.1799 -5.7525
H 0.6695 -2.3248 -6.2004
H 1.5232 -0.6979 -4.6742
H 0.3528 0.3090 -2.8175
H -3.1497 0.0442 -2.3525
H -1.7777 0.1834 -1.4088
H 1.4127 0.4549 0.5161
H -0.0842 0.8206 3.2643
C 2.3059 0.7625 3.3449
C 2.1588 1.2809 4.9170
H 1.8895 2.4387 4.6701
H 1.2584 0.8793 5.4594
H 3.2005 1.1962 5.3118
C 3.5233 1.5734 2.5241
H 3.6130 1.0640 1.6410
H 4.4141 1.1380 2.8756
H 3.3652 2.5753 2.4401
H 2.4472 -0.2363 3.1349
*
```

Computed properties:
Molecular weight   306.4 g mol⁻¹
Gap between HOMO and LUMO   8.253 eV

***

Energy comparison, zero being the most stable, in kcal/mol: *w* 0.0; *x* 168.8; *y* 118.0.

***

*w*
C3HNO3 | ωB97M-V with the def2-TZVPD basis set

ORCA input file:
```
! RIJCOSX wB97M-V def2-TZVPD def2/J DEFGRID3
* xyz 0 1
C -1.8153 -0.3359 0.3936
C -1.8613 1.0930 0.4621
C 2.6637 0.2864 0.4175
N -0.7258 0.3997 -0.1068
O -2.3690 -1.3606 0.5045
O -2.2715 2.1965 0.6086
O 3.6647 -0.1665 0.7230
H 0.0249 0.3277 -0.6685
*
```

Computed properties:
Molecular weight   99.0 g mol⁻¹
Gap between HOMO and LUMO   10.928 eV

***

*x*
C3HNO3 | ωB97M-V with the def2-TZVPD basis set

ORCA input file:
```
! RIJCOSX wB97M-V def2-TZVPD def2/J DEFGRID3
* xyz 0 1
C 0.6003 -0.8890 1.2039
C -1.3413 0.0737 0.2057
C -0.0249 1.4973 -2.1233
N 1.3392 -1.2073 2.0445
O -0.6577 2.3909 -1.7724
O -2.1819 -0.6948 0.3773
O 0.5334 0.6146 -2.5967
H 1.7330 -1.7854 2.6610
*
```

Computed properties:
Molecular weight   99.0 g mol⁻¹
Gap between HOMO and LUMO   11.664 eV

***

Energy comparison, zero being the most stable, in kcal/mol: *w* 21.7; *x* 0.0.